Below is C5H7NO as an isolated structure, with properties calculated with ωB97M-V/def2-TZVPD.

Calculated values
largest force on an atom	0.72	eV/A
gap between HOMO and LUMO	9.41	eV
charge	0
HOMO level	-8.7	eV
total energy	-324.6180	Eh

Each line ends with the Mulliken charge.
CARTESIAN COORDINATES (ANGSTROEM)
1 O 2.569 0.148 -0.900  -0.490
2 C 1.429 0.162 -0.162  -0.109
3 C 0.510 1.126 -0.228  -0.651
4 C -0.877 0.848 0.283  0.192
5 C -1.393 -0.475 -0.366  -0.454
6 C -0.908 -0.984 0.966  -0.268
7 N -0.738 0.131 1.585  -0.566
8 H 3.023 -0.687 -0.744  0.349
9 H 1.327 -0.664 0.531  0.367
10 H 0.699 1.985 -0.853  0.320
11 H -1.536 1.724 0.273  0.402
12 H -0.914 -0.792 -1.296  0.245
13 H -2.480 -0.546 -0.461  0.274
14 H -0.710 -1.977 1.373  0.387